The following is a DFT calculation (ωB97M-V with the def2-TZVPD basis set) of 2 unconnected molecules or ions with the total composition CH3NO3S.

```
9
Properties=species:S:1:pos:R:3:forces:R:3:mulliken_charge:R:1
C 0.6593 -0.0972 -0.2126 -2.07 -1.34 -2.87 -0.90
N -0.4093 1.6920 2.9142 0.20 1.35 2.91 -0.33
O -0.3028 2.2472 4.1106 -0.25 -1.25 -2.68 -0.64
O -0.4082 -0.1783 -2.5513 -1.18 0.08 -0.91 -0.63
O 1.7843 -1.3110 -2.5143 -0.23 0.66 0.55 -0.67
S 0.9977 -0.0725 -2.1026 0.67 -1.25 0.82 0.33
H 1.5904 0.1379 0.1561 1.72 0.35 1.77 0.32
H 0.0247 -0.9471 0.1661 1.27 0.45 -0.37 0.26
H -0.0310 0.7120 -0.3072 -0.13 0.96 0.78 0.25
```
Positions in Å, forces in eV/Å.

## Properties
* E_LUMO (alpha / beta): 0.22840 / 0.22837 Eh
* gap between HOMO and LUMO (alpha / beta): 4.345 / 4.348 eV
* ΔE to the lowest compared entry with this formula, charge and spin: 0.553 eV
* total charge: -2
* highest occupied orbital energy (alpha / beta): 0.0687 / 0.0686 Ha
* M: 109.11 Da

---

The following is a DFT calculation (ωB97M-V with the def2-TZVPD basis set) of 2 unconnected molecules or ions with the total composition CH3NO3S.

```
9
Properties=species:S:1:pos:R:3:forces:R:3:mulliken_charge:R:1
C 1.3828 -0.0472 0.3697 0.63 0.11 -0.88 0.24
N 1.5191 0.9603 -0.3923 -3.76 -3.19 -0.36 -0.62
O 0.4498 -1.0016 0.1353 0.57 -0.11 1.17 -0.47
O -2.7437 -0.0661 1.0613 -0.56 0.52 -0.98 -0.33
O -1.8473 -0.3956 -1.1874 -1.86 1.07 0.52 -0.48
S -2.8818 0.2194 -0.3468 2.16 -1.52 0.29 0.73
H 2.0684 -0.3274 1.2341 -1.04 0.21 -1.01 0.31
H 2.2730 1.5152 -0.3116 3.16 2.23 1.08 0.21
H -0.2203 -0.8569 -0.5624 0.70 0.69 0.17 0.41
```
Positions in Å, forces in eV/Å.

## Properties
* E_LUMO: -0.06560 Eh
* gap between HOMO and LUMO: 8.131 eV
* ΔE to the lowest compared entry with this formula, charge and spin: 0.990 eV
* highest occupied orbital energy: -0.3644 Ha
* M: 109.11 Da

---

The following is a DFT calculation (ωB97M-V with the def2-TZVPD basis set) of a molecular structure, CH3NO3S.

```
9
Properties=species:S:1:pos:R:3:forces:R:3:mulliken_charge:R:1
C 1.2227 -0.0732 -0.2145 -1.82 -1.43 2.38 -0.31
N -1.9095 0.0127 -0.3132 -0.30 -0.20 -0.15 0.91
O -1.4614 0.9578 -0.9337 -0.04 0.27 -0.06 -0.58
O -3.0868 -0.2466 -0.1878 0.20 0.11 0.04 -0.55
O 1.9304 -0.1329 0.9282 1.07 -2.13 -1.90 -0.38
S -0.7860 -1.0982 0.4407 1.47 0.73 -0.54 -0.11
H 1.5347 -0.9596 -0.8371 -0.54 1.90 -0.11 0.36
H 0.7571 0.9398 -0.3477 0.51 -1.41 -1.21 0.33
H 1.7989 0.6002 1.4652 -0.55 2.16 1.54 0.33
```
Positions in Å, forces in eV/Å.

## Properties
* E_LUMO: -0.01008 Eh
* gap between HOMO and LUMO: 9.495 eV
* ΔE to the lowest compared entry with this formula, charge and spin: 4.749 eV
* highest occupied orbital energy: -0.3590 Ha
* M: 109.11 Da